81
Properties=species:S:1:pos:R:3:forces:R:3 method="wB97M-V/def2-TZVPD" multiplicity=1 e_tot_ev=-95908.0108 smiles="CCCO[C@]1(N)OS(=O)(=O)[C@@]([PH2]=S)(P(=O)(O)O)[C@@](CCOC=O)([PH2]=N)[C@H]1NCC.CC(C)O.CC(C)O"
P 3.033 -1.744 2.917 0.67 -0.83 0.57
C 1.528 1.300 2.842 -0.33 0.49 0.06
H 1.110 2.289 3.021 -0.10 0.26 -0.10
H 2.315 1.209 3.574 0.24 -0.49 0.24
H 1.427 1.909 0.828 -0.37 -0.13 -0.24
H -2.041 -4.270 0.445 -0.06 -0.15 0.16
H -0.683 -5.676 -1.163 0.06 -0.28 -0.07
H 1.677 -1.904 2.652 -0.09 0.43 -0.22
C -1.766 -3.929 -0.549 0.30 0.08 -0.09
H -2.100 1.188 0.148 -0.29 0.00 -0.05
C 2.097 1.324 1.435 0.09 -0.22 -0.23
H -1.077 5.788 -1.315 0.01 0.02 0.03
P 5.178 0.160 2.087 1.35 -1.65 0.84
H -2.076 5.567 0.944 0.06 -0.10 0.04
C 0.246 0.109 4.370 -0.43 -0.58 0.22
P 3.300 1.024 -0.914 -0.06 -0.83 -1.76
O 6.191 0.641 0.961 -0.84 0.99 -0.05
H -4.410 4.772 1.197 0.02 0.02 0.02
H 4.995 1.258 3.826 0.08 0.07 -0.04
H 3.122 -0.805 3.953 -0.23 0.40 -0.22
H 0.454 -4.973 0.755 0.12 0.04 0.37
O 0.481 0.340 3.058 0.73 -0.16 0.12
H -4.399 6.346 0.386 -0.01 0.01 -0.02
C 0.666 -4.401 -0.143 -0.65 -0.66 -0.13
C -5.267 -1.639 -4.111 0.12 -0.05 -0.08
C -2.605 5.165 0.079 -0.26 0.00 -0.36
C 1.445 -0.855 0.147 -0.49 0.26 0.26
H 2.515 -3.177 -1.935 -0.10 -0.16 -0.05
H 2.755 2.321 -0.832 0.16 0.02 0.55
H -0.827 0.917 -1.636 -0.01 -0.12 -0.36
H -1.125 0.105 1.082 0.22 -0.18 0.20
C 2.589 0.094 0.597 0.66 0.41 0.27
O 0.780 -3.043 0.261 0.64 0.10 0.42
H 4.666 1.192 -0.638 -0.21 0.08 0.47
C 3.723 -0.732 1.395 -0.90 0.73 -0.30
H -4.873 -2.836 -1.851 0.00 0.01 0.01
H 0.242 0.977 5.042 0.28 0.36 -0.23
H -0.814 1.869 1.048 0.08 0.03 0.45
H -2.592 -4.058 -1.232 -0.28 -0.10 -0.10
H 0.485 1.705 -0.881 0.12 0.24 0.10
N 0.581 -0.376 -0.935 -0.14 0.54 0.07
H -2.392 6.958 -1.126 -0.02 0.00 -0.01
C -1.086 0.997 0.472 -0.01 0.20 -0.48
O -2.241 3.785 0.005 0.10 0.17 0.13
N 1.860 -2.439 -1.706 0.66 0.16 0.08
H -0.302 -4.220 -2.066 0.17 0.06 -0.20
O -4.101 -2.316 -2.102 0.14 0.14 -0.07
H 2.528 1.053 -2.935 -0.22 -0.09 0.04
C -5.463 -0.321 -1.979 0.13 0.08 0.10
H -2.641 5.473 -2.059 -0.08 0.03 0.02
C -2.153 5.895 -1.176 0.15 -0.01 0.03
H -5.797 0.567 -2.518 -0.02 -0.01 -0.01
H -4.939 -0.005 -1.075 0.02 0.01 -0.02
C -0.182 0.856 -0.767 -0.10 -0.26 0.15
O 5.859 -0.743 3.002 -0.03 -0.50 0.56
H 6.235 1.611 0.967 0.27 -0.15 -0.30
O 4.529 -1.459 -1.008 -0.38 0.57 -0.26
H -4.650 4.861 -0.545 0.02 0.06 -0.06
C -4.104 5.301 0.294 -0.01 -0.06 0.14
H -6.143 -2.244 -3.861 -0.05 0.06 0.03
H 2.966 1.972 1.513 0.14 0.24 0.23
O 4.718 1.443 2.914 -0.50 0.72 -0.46
H -6.344 -0.886 -1.665 -0.04 0.00 -0.07
O 5.451 -2.696 0.827 -0.08 -0.76 0.65
H 2.249 -1.590 -2.125 -0.16 0.13 -0.01
S 3.860 -3.393 3.448 -0.10 -0.02 -0.02
S 4.339 -2.025 0.287 0.32 0.37 -0.64
C 1.818 -2.298 -0.280 -1.23 -0.56 -1.45
H -3.661 -0.624 -3.110 0.08 -0.07 0.04
H 0.818 -0.973 1.025 0.13 -0.26 0.42
H -1.574 -2.866 -0.486 -0.14 0.32 0.09
N 3.066 0.433 -2.345 0.24 0.19 0.02
C -0.513 -4.607 -1.075 -0.20 0.18 0.06
C -4.558 -1.186 -2.844 -0.45 -0.12 0.04
H -0.089 -1.104 -1.141 0.18 -0.32 -0.05
O -0.010 -0.979 4.783 -0.09 -0.03 -0.14
H -4.606 -2.257 -4.718 0.03 0.02 -0.01
H -5.595 -0.789 -4.709 -0.02 0.00 0.00
O 3.035 -2.910 0.284 0.62 0.31 0.70
H -2.699 3.407 -0.754 0.01 -0.01 0.01
H 1.568 -4.831 -0.566 0.36 0.31 -0.05